The following is a quantum chemistry calculation of 13 unconnected molecules or ions with the total composition C17H60N2O13, from OMol25.

Each line ends with the Löwdin charge.
CARTESIAN COORDINATES (ANGSTROEM)
C 2.738 3.259 -0.816  -0.084
C 3.290 1.955 -1.298  -0.306
O 3.790 1.358 -0.133  -0.054
H 3.535 3.986 -0.638  0.078
H 2.123 3.179 0.096  0.064
H 1.999 3.787 -1.501  0.088
H 4.068 2.152 -1.956  0.104
H 2.533 1.393 -1.761  0.071
H 4.681 1.543 -0.019  0.060
C -5.712 -0.298 0.355  -0.062
C -4.319 -0.420 0.927  -0.297
O -4.394 0.095 2.246  -0.081
H -6.080 0.673 0.468  0.055
H -6.346 -0.996 0.855  0.069
H -5.730 -0.608 -0.679  0.081
H -3.653 0.165 0.372  0.048
H -3.868 -1.426 0.958  0.116
H -3.599 -0.049 2.726  -0.005
C 0.644 -0.584 -1.120  -0.079
C 0.126 0.034 0.114  -0.328
O -1.210 0.371 -0.132  -0.100
H 0.512 0.072 -1.979  0.049
H 0.281 -1.660 -1.265  0.104
H 1.710 -0.721 -0.846  0.074
H 0.840 0.876 0.365  0.128
H 0.115 -0.586 0.972  0.088
H -1.222 1.313 0.075  0.030
C -1.383 2.260 2.323  -0.075
C -0.793 3.553 1.737  -0.276
O -0.592 3.291 0.362  -0.106
H -0.584 1.522 2.187  0.058
H -2.311 1.958 1.817  0.077
H -1.561 2.478 3.387  0.084
H 0.214 3.702 2.219  0.126
H -1.414 4.378 1.985  0.101
H -0.266 4.018 -0.145  0.083
C -1.388 -1.206 3.917  -0.558
O -1.354 -2.508 3.413  -0.098
N -0.314 -0.483 4.180  0.172
N -2.497 -0.660 4.293  0.145
H 0.576 -0.843 3.870  0.068
H -0.287 0.516 4.501  0.136
H -3.337 -1.295 4.307  0.167
H -2.699 0.274 4.655  0.133
C 2.810 -0.431 2.536  -0.135
O 2.020 -1.602 2.652  -0.108
H 2.345 0.541 2.788  0.084
H 3.100 -0.330 1.529  0.028
H 3.632 -0.447 3.258  0.094
H 2.550 -2.219 3.091  0.061
C -0.424 2.228 -3.070  -0.151
O -0.125 3.297 -3.947  -0.117
H -0.008 2.312 -2.038  0.063
H -0.018 1.344 -3.650  0.102
H -1.478 2.215 -2.951  0.060
H 0.733 3.187 -4.354  0.067
C -1.813 -3.043 0.157  -0.139
O -2.346 -3.682 1.335  -0.119
H -1.654 -2.011 0.422  0.045
H -2.475 -3.056 -0.712  0.080
H -0.829 -3.449 -0.139  0.050
H -1.891 -3.390 2.106  -0.028
C 1.865 -3.900 0.346  -0.158
O 1.107 -4.997 -0.086  -0.104
H 2.623 -4.263 0.985  0.070
H 1.204 -3.040 0.612  0.072
H 2.316 -3.608 -0.570  0.062
H 0.625 -4.777 -0.860  0.050
C -3.651 2.913 -0.754  -0.141
O -3.829 3.453 -2.054  -0.109
H -4.150 1.976 -0.500  0.071
H -4.059 3.706 -0.148  0.085
H -2.624 2.720 -0.531  0.032
H -3.181 4.183 -2.077  0.087
C 5.032 -1.515 -0.336  -0.209
O 5.228 -2.841 -0.052  -0.086
H 3.968 -1.290 -0.523  0.053
H 5.496 -1.401 -1.310  0.087
H 5.331 -0.857 0.449  0.069
H 4.747 -3.015 0.769  0.076
C -1.626 -1.386 -3.319  -0.211
O -2.237 -0.394 -2.611  -0.100
H -1.687 -2.393 -2.828  0.082
H -0.631 -1.219 -3.637  0.048
H -2.288 -1.566 -4.175  0.089
H -1.864 -0.257 -1.744  0.019
C 3.357 -0.891 -3.288  -0.151
O 3.538 -2.269 -3.062  -0.120
H 4.052 -0.565 -4.021  0.084
H 3.536 -0.472 -2.346  0.011
H 2.356 -0.711 -3.555  0.065
H 4.466 -2.567 -3.145  0.096

Atomic forces in eV per Å
C -1.963 2.351 -0.596
C -0.570 1.734 1.888
O -2.160 -2.057 0.339
H -0.033 -0.099 0.160
H 0.540 -0.443 -0.114
H 1.014 -0.715 0.159
H 1.398 0.106 -1.626
H -0.825 -1.194 -0.396
H 2.511 0.562 0.167
C 1.081 -2.003 -0.297
C -0.415 -0.738 0.691
O -1.292 0.668 0.185
H -0.551 1.564 0.128
H -0.667 -0.338 0.570
H 0.106 0.167 -0.493
H 1.143 0.962 -1.014
H -0.642 0.031 -0.191
H 1.090 -0.354 0.162
C 1.684 -2.592 0.517
C 0.699 0.703 -0.199
O -0.577 1.551 0.457
H 0.051 -0.324 0.030
H 0.091 1.656 -0.156
H -0.072 -0.020 -0.883
H -1.217 -0.168 -0.214
H 0.451 -1.142 0.846
H -0.666 0.212 -0.305
C 0.617 0.917 -0.046
C 1.467 -1.410 0.724
O -0.548 -0.809 0.055
H -0.540 -0.251 0.317
H 0.253 0.078 0.295
H -0.074 -0.425 -0.210
H -0.838 0.119 -0.264
H -0.634 1.000 -0.314
H 0.334 0.906 -0.225
C 1.719 -6.528 -2.009
O 0.313 6.785 2.878
N 2.400 1.649 0.073
N -5.716 -0.197 0.809
H 0.049 -0.283 -0.257
H -0.611 -1.807 -0.504
H 1.397 0.961 -0.182
H 0.844 -0.583 -0.158
C 0.184 0.726 1.125
O -1.463 1.822 -0.425
H -0.800 -0.664 -0.012
H 0.876 0.196 -1.146
H 0.353 -0.226 -0.434
H 0.911 -1.693 1.007
C 1.634 -0.839 -0.991
O -0.212 1.310 0.302
H 0.252 0.012 -0.705
H -0.869 0.198 1.410
H -0.996 -0.410 -0.153
H 0.164 -0.150 0.093
C 0.415 -0.182 1.385
O -1.089 -0.945 -3.084
H 0.141 0.670 -0.200
H -0.287 -0.385 0.391
H -0.415 -0.127 0.104
H 0.779 0.815 0.983
C -1.649 0.942 -2.174
O -0.225 -1.770 1.560
H 0.450 -0.003 1.271
H 0.756 -0.684 0.859
H 1.348 1.053 -0.615
H -0.561 0.350 -0.966
C -0.590 0.495 0.377
O 0.681 -0.243 -0.653
H -0.521 0.201 -0.907
H 0.071 -0.087 1.280
H 0.742 0.198 0.102
H -0.602 -0.489 -0.351
C -1.523 0.429 -1.537
O 0.021 -1.633 1.288
H 0.113 -0.094 0.155
H 0.499 0.837 0.125
H 0.804 0.690 0.383
H 0.196 -0.366 -0.289
C -1.848 -2.612 -0.459
O -0.822 1.205 0.200
H 0.415 0.646 0.113
H 1.216 0.415 -0.360
H 0.474 0.235 -0.326
H 0.383 0.050 0.671
C 1.146 -1.474 0.341
O 0.142 -1.678 -0.333
H 0.446 0.791 -0.787
H 0.318 1.533 1.142
H -1.260 0.132 -0.598
H -0.838 0.600 0.042

Computed properties:
LUMO in eV: 0.0
Frontier orbital gap in hartree: 0.328
DFT total energy in a.u.: -1771.0481
Energy relative to the best compared isomer or geometry (same formula, charge and spin) in kcal per mole: 37.8